No. 1
This record from the OMol25 dataset describes a structure of composition C38H29Cl4FN2O2PSiW. The level of theory is ωB97M-V/def2-TZVPD.

Structure (XYZ):
```
79
C38H29Cl4FN2O2PSiW, DFT ωB97M-V/def2-TZVPD
W -0.19 0.08 -0.15
C 1.03 3.13 -0.05
Si -0.46 3.19 -1.22
C -1.79 4.30 -0.47
C 0.11 3.83 -2.89
N -0.90 1.47 -1.40
C -1.82 1.10 -2.39
C -2.76 1.94 -3.00
C -3.60 1.48 -3.99
C -3.54 0.16 -4.42
C -2.62 -0.71 -3.84
C -1.82 -0.21 -2.86
F -0.89 -1.04 -2.27
H 1.57 4.07 -0.14
H 1.73 2.33 -0.30
H 0.71 3.05 0.99
H -1.30 5.15 0.01
H -2.38 3.78 0.29
H -2.47 4.70 -1.22
H 0.19 4.92 -2.88
H -0.58 3.55 -3.69
H 1.09 3.43 -3.15
H -2.83 2.97 -2.67
H -4.33 2.15 -4.43
H -4.20 -0.20 -5.20
H -2.53 -1.75 -4.14
C 3.86 1.98 4.89
C 3.54 2.57 3.67
C 2.81 1.86 2.73
C 2.40 0.56 3.00
C 2.70 -0.03 4.23
C 3.44 0.68 5.16
P 1.61 -0.40 1.68
C 0.93 -1.85 2.56
C -0.35 -1.71 3.09
C -0.94 -2.78 3.76
C -0.25 -3.97 3.90
C 1.02 -4.11 3.35
C 1.61 -3.05 2.68
C 3.00 -0.93 0.66
C 4.17 -1.41 1.19
C 5.24 -1.77 0.36
C 5.14 -1.60 -0.99
C 3.97 -1.04 -1.57
C 3.89 -0.77 -2.95
C 2.78 -0.17 -3.47
C 1.69 0.14 -2.64
C 1.67 -0.12 -1.28
C 2.87 -0.71 -0.74
H 4.44 2.52 5.62
H 3.86 3.58 3.46
H 2.57 2.32 1.78
H 2.37 -1.03 4.45
H 3.68 0.22 6.11
H -0.89 -0.78 3.00
H -1.93 -2.68 4.17
H -0.70 -4.80 4.43
H 1.55 -5.05 3.44
H 2.59 -3.18 2.23
H 4.28 -1.50 2.27
H 6.15 -2.16 0.80
H 5.96 -1.86 -1.65
H 4.74 -1.03 -3.58
H 2.73 0.07 -4.52
H 0.84 0.61 -3.11
Cl -6.46 1.63 1.41
C -4.76 1.50 1.43
C -4.00 2.33 2.28
Cl -4.78 3.50 3.26
C -2.62 2.23 2.30
Cl -1.64 3.23 3.30
C -2.00 1.30 1.47
O -0.66 1.10 1.39
C -2.75 0.44 0.67
O -2.03 -0.48 0.01
C -4.13 0.55 0.62
Cl -5.01 -0.46 -0.44
N 0.06 -3.20 -0.29
C 0.01 -2.06 -0.13
```

Its total charge is +1. Its frontier orbital gap is 6.182 eV. For the energy above the lowest of the compared OMol25 structures with the same formula, charge and spin, the calculation gives 4.24 kcal per mole. The calculation puts the HOMO energy at -11.171 eV. As for the molar mass: 949.4 Da.


No. 2
This record from the OMol25 dataset describes the ion C5H10NS with charge +1. The level of theory is ωB97M-V/def2-TZVPD.

Structure (XYZ):
```
17
C5H10NS, DFT ωB97M-V/def2-TZVPD
C -0.99 1.18 1.63
C 0.71 -0.19 2.56
C 0.36 -0.38 0.09
C 0.48 -0.87 -2.33
C -0.24 0.09 -1.38
N 0.10 0.23 1.54
S 1.52 -0.68 3.78
H -1.31 1.55 2.65
H -1.99 0.83 1.43
H -0.94 2.05 0.90
H -0.13 -1.44 0.00
H 1.45 -0.35 -0.17
H 0.16 -1.91 -2.34
H 1.64 -0.79 -2.07
H 0.37 -0.51 -3.32
H 0.16 1.15 -1.58
H -1.32 0.04 -1.39
```

Its total charge is +1. Its frontier orbital gap is 9.145 eV. For the energy above the lowest of the compared OMol25 structures with the same formula, charge and spin, the calculation gives 79.60 kcal per mole. The calculation puts the HOMO energy at -14.814 eV. As for the molar mass: 116.2 Da.


No. 3
This record from the OMol25 dataset describes the molecule C9H8N2O2. The level of theory is ωB97M-V/def2-TZVPD.

Structure (XYZ):
```
21
C9H8N2O2, DFT ωB97M-V/def2-TZVPD
N 3.64 -0.58 -0.26
C 2.54 -0.79 -1.02
O 2.72 -1.04 -2.21
C 1.18 -0.69 -0.37
N 0.35 -1.59 -0.27
C -0.79 -1.11 0.50
C -2.29 -1.14 0.06
C -3.10 -0.01 -0.13
C -2.75 1.25 0.51
C -1.42 1.32 1.02
C -0.40 0.37 0.76
C 0.78 0.61 0.14
O 1.39 1.80 0.07
H 4.41 -0.61 -0.93
H 3.61 0.13 0.49
H -0.70 -1.67 1.49
H -2.55 -2.24 -0.17
H -4.08 -0.15 -0.69
H -3.43 2.11 0.55
H -1.03 2.36 1.37
H 1.94 1.66 -0.92
```

Its frontier orbital gap is 7.580 eV. For the energy above the lowest of the compared OMol25 structures with the same formula, charge and spin, the calculation gives 101.90 kcal per mole. The calculation puts the HOMO energy at -7.911 eV. As for the SMILES: NC(=O)C1=N[C@@H]2C=CC=CC2=C1O. As for the molar mass: 176.2 Da.